one | Below is a structure of composition H3O6, with properties calculated with the ωB97M-V functional and the def2-TZVPD basis.

XYZ file:
```
9
Properties=species:S:1:pos:R:3
O 1.69761 0.43890 -0.23975
O -1.24169 -1.52678 -0.63131
O -0.15182 1.06971 1.35027
O 0.41588 0.75776 -0.84835
O -0.80312 -0.88286 0.37014
O -0.56682 0.73693 0.12913
H 2.28340 0.41247 -1.05173
H -2.28108 -1.50076 -0.71686
H 0.64763 0.49461 1.63845
```

Computed properties:
- LUMO level (spin up / spin down): -7.2 / -7.2 eV
- Total charge: +1
- Gap between HOMO and LUMO (spin up / spin down): 9.42 / 9.42 eV
- Highest occupied orbital energy (spin up / spin down): -16.61 / -16.61 eV

natural (NBO) population analysis, charges in e, atoms 1 to 5: -0.42, -0.22, -0.29, 0.06, 0.05

two | Below is a structure of composition H3O6, with properties calculated with the ωB97M-V functional and the def2-TZVPD basis.

XYZ file:
```
9
Properties=species:S:1:pos:R:3
O 1.86793 1.17750 0.41449
O -1.92066 -0.27535 -0.04346
O 0.40286 -1.48643 0.27509
O 0.60445 1.12310 0.36513
O -1.34976 -0.12754 1.20826
O -0.03982 -0.23879 1.17830
H 2.18964 1.65880 1.22769
H -2.44466 0.52069 -0.25536
H -0.42022 -1.84550 -0.11456
```

Computed properties:
- LUMO level (spin up / spin down): -7.9 / -7.9 eV
- Total charge: +1
- Gap between HOMO and LUMO (spin up / spin down): 9.01 / 9.01 eV
- Highest occupied orbital energy (spin up / spin down): -16.90 / -16.90 eV

natural (NBO) population analysis, charges in e, atoms 1 to 5: -0.19, -0.41, -0.31, 0.10, 0.10

three | Below is the ion H3O6 with charge +1, with properties calculated with the ωB97M-V functional and the def2-TZVPD basis.

XYZ file:
```
9
Properties=species:S:1:pos:R:3
O -2.08910 -0.19133 -0.70635
O 0.93994 1.30228 -0.19965
O 1.96318 -0.60793 0.02390
O -1.47369 0.37012 0.30035
O -0.20256 -0.37708 0.65790
O 0.81499 0.00996 -0.32405
H -2.87285 -0.53760 -0.21581
H 1.01308 1.51440 0.76882
H 1.90700 -1.48282 -0.30511
```

Computed properties:
- LUMO level: -6.0 eV
- Total charge: +1
- Gap between HOMO and LUMO: 10.99 eV
- Highest occupied orbital energy: -17.03 eV

natural (NBO) population analysis, charges in e, atoms 1 to 5: -0.31, -0.28, -0.31, 0.05, -0.01

Quick one: most stable of them? one

one | Below is a cluster of 10 separate species, C5H30NO9 in total, with properties calculated with the ωB97M-V functional and the def2-TZVPD basis.

XYZ file:
```
45
Properties=species:S:1:pos:R:3
C -0.12318 0.48649 -0.15514
C -0.03354 -0.98493 0.03227
C 1.05311 -1.65956 0.81347
C 2.03612 -2.15185 0.06401
C 3.30046 -2.70426 0.65524
N -0.25285 1.38934 1.06350
H -1.07046 0.65872 -0.68150
H 0.47738 1.00664 -0.96973
H -0.03161 -1.51841 -0.93343
H -1.04760 -1.14171 0.48945
H 0.93733 -1.55102 1.88408
H 1.98747 -2.10690 -1.02485
H 3.40189 -3.72168 0.25183
H 3.45761 -2.67728 1.73292
H 4.06178 -2.03555 0.25571
H -1.23524 1.41504 1.29631
H 0.10105 2.32879 0.93424
H 0.29121 0.96019 1.81475
H -1.29799 -2.47419 -3.09106
H -1.64579 -2.63685 -1.54656
O -1.10670 -2.94624 -2.27858
H -3.03168 3.52004 -0.93851
H -3.52804 3.97494 0.36885
O -2.85305 3.37635 -0.00003
H 1.94704 3.15131 2.27968
H 0.96048 3.25984 3.39357
O 0.97656 3.06703 2.44349
H -0.77595 -4.99284 -0.06809
H -0.06201 -4.48804 1.19937
O -0.83498 -4.34601 0.64710
H -0.13733 4.77676 -0.17933
H 0.87906 4.81469 0.96106
O 0.75772 4.50972 0.05699
H 0.98229 -0.22956 -4.26959
H 2.33699 0.40031 -3.81839
O 1.39224 0.55757 -3.89618
H 0.29733 0.19521 4.27146
H -0.81568 -0.37436 3.51345
O -0.38637 0.49577 3.65517
H 0.05824 1.71791 -4.40406
H -1.05062 2.85904 -4.19431
O -0.75676 2.12298 -4.72762
H -3.87485 -2.00974 1.28300
H -2.69057 -2.59769 0.97808
O -3.05050 -1.69601 0.83792
```

Computed properties:
- LUMO level: -2.7 eV
- Total charge: +1
- Gap between HOMO and LUMO: 9.45 eV
- Highest occupied orbital energy: -12.14 eV

natural (NBO) population analysis, charges in e, atoms 1 to 5: -0.24, -0.51, -0.24, -0.13, -0.65

two | Below is a cluster of 10 separate species, C5H30NO9 in total, with properties calculated with the ωB97M-V functional and the def2-TZVPD basis.

XYZ file:
```
45
Properties=species:S:1:pos:R:3
C -1.07852 -0.20616 -2.75832
C 0.40511 -0.48943 -2.77814
N 0.90983 -0.10298 -1.37241
C 1.78125 -1.25248 -0.89421
C 1.65745 -2.40539 -1.89034
C 0.67140 -1.98316 -3.02534
H -1.38117 0.84408 -2.75013
H -1.59688 -0.71371 -1.93692
H -1.53406 -0.54245 -3.69549
H 0.86004 0.24536 -3.45016
H 0.11188 0.02834 -0.73091
H 1.50781 0.71337 -1.20927
H 2.82015 -0.97141 -0.75164
H 1.43769 -1.63120 0.06910
H 2.59438 -2.73937 -2.34442
H 1.26290 -3.30006 -1.39879
H -0.27954 -2.49689 -2.99913
H 1.21492 -2.10555 -3.94873
H -5.17198 -0.77646 1.46849
H -4.63169 -1.11595 0.08369
O -4.36137 -0.98946 0.99923
H 0.97208 3.39398 -1.65345
H -0.55678 3.48218 -2.11879
O 0.31916 3.13760 -2.31072
H -0.09234 0.92271 2.57591
H -0.20462 2.05359 3.56168
O -0.17889 1.88371 2.61387
H -1.79378 -1.26465 0.34389
H -1.02339 -1.09002 1.58647
O -0.87350 -1.16838 0.62824
H -2.26746 -2.11902 2.61463
H -2.05880 -1.46910 4.00577
O -1.70648 -1.51987 3.11620
H 1.77849 3.34984 3.00539
H 1.89089 1.91047 2.57637
O 2.43153 2.68898 2.75814
H -1.96239 1.81747 -0.35897
H -3.30034 2.57640 -0.32995
O -2.57396 2.31949 -0.90102
H 3.16477 2.86566 1.11517
H 3.80782 2.83304 -0.26816
O 3.00838 2.55828 0.19473
H 0.72193 -2.77434 3.94902
H 1.67679 -1.83676 4.61692
O 1.62130 -2.56030 3.99249
```

Computed properties:
- LUMO level: -2.7 eV
- Total charge: +1
- Gap between HOMO and LUMO: 11.27 eV
- Highest occupied orbital energy: -13.97 eV

natural (NBO) population analysis, charges in e, atoms 1 to 5: -0.64, -0.04, -0.54, -0.24, -0.42

Quick one: most stable of them? two

one | Below is a cluster of 2 separate species, C5H10Si in total, with properties calculated with the ωB97M-V functional and the def2-TZVPD basis.

XYZ file:
```
16
Properties=species:S:1:pos:R:3
C 1.66974 3.84517 -0.91211
C 1.10449 2.79647 -0.74857
C -1.68739 0.19600 -1.04332
C 1.31043 -1.15188 -0.65617
C -0.34442 -0.55047 1.88376
Si -0.13003 -0.06947 0.07899
H 1.98465 4.83600 -1.26687
H -1.10988 -0.01788 -1.95638
H -2.29742 -0.61650 -0.96079
H -2.31943 1.09924 -1.15295
H 2.15555 -0.44238 -0.90834
H 1.60942 -2.01728 -0.02785
H 0.98292 -1.63988 -1.61404
H 0.62640 -1.04139 2.14702
H -0.68583 0.21594 2.59238
H -1.24743 -1.19926 2.07848
```

Computed properties:
- LUMO level: -0.9 eV
- Gap between HOMO and LUMO: 7.51 eV
- Highest occupied orbital energy: -8.39 eV

natural (NBO) population analysis, charges in e, atoms 1 to 5: -0.52, -0.37, -1.12, -1.17, -1.22

two | Below is the molecule C5H10Si, with properties calculated with the ωB97M-V functional and the def2-TZVPD basis.

XYZ file:
```
16
Properties=species:S:1:pos:R:3
C -2.46870 1.74471 -0.53655
C -1.50789 1.01716 -0.38344
Si -0.00773 0.11060 -0.03636
C 0.74255 0.20434 1.66861
C -0.60293 -1.64608 -0.11524
C 1.43600 0.32453 -1.21315
H -3.24348 2.49070 -0.59951
H 1.12809 -0.76110 1.98794
H 1.51155 0.94452 1.76642
H -0.08717 0.52328 2.30587
H 0.21531 -2.27256 0.22870
H -0.80326 -1.97141 -1.13904
H -1.51766 -1.81096 0.47466
H 2.12877 -0.51709 -1.11449
H 1.06808 0.36398 -2.24853
H 2.00847 1.25537 -1.04589
```

Computed properties:
- LUMO level: 1.0 eV
- Gap between HOMO and LUMO: 10.97 eV
- Highest occupied orbital energy: -10.01 eV
- Structure (SMILES): C#C[Si](C)(C)C

natural (NBO) population analysis, charges in e, atoms 1 to 5: -0.14, -0.52, 1.59, -1.09, -1.10

Quick one: most stable of them? two

one | Below is a cluster of 2 separate species, C18H18N2 in total, with properties calculated with the ωB97M-V functional and the def2-TZVPD basis.

XYZ file:
```
38
Properties=species:S:1:pos:R:3
C -1.78798 3.45346 0.07410
C -0.77166 3.74974 1.06407
C -0.71538 4.96849 1.76324
N 0.41429 4.88135 2.73581
C 0.93347 3.56722 2.61744
C 1.88113 3.10042 3.49379
C 2.17725 1.75008 3.41171
C 1.52163 0.94199 2.41233
C 0.58691 1.43325 1.49141
C 0.23352 2.78620 1.68576
H -2.75279 3.39474 0.51027
H -1.58145 2.42155 -0.17973
H -1.64270 4.18184 -0.79611
H -1.35173 5.87268 1.58491
H 1.09687 5.51989 2.76422
H 2.39700 3.73538 4.03212
H 2.86208 1.37632 4.13128
H 1.60514 -0.08825 2.52091
H 0.21350 0.59029 0.84323
C -0.93412 -1.70172 -4.34041
C -1.19913 -2.63295 -3.30792
C -1.86580 -3.77071 -3.41451
N -1.52972 -4.63697 -2.38982
C -0.70570 -3.95321 -1.51192
C 0.13545 -4.31635 -0.50685
C 1.02738 -3.43542 -0.00805
C 1.15534 -2.12416 -0.51735
C 0.45815 -1.72598 -1.65511
C -0.48872 -2.66423 -2.06680
H -1.17224 -2.19354 -5.33343
H 0.05520 -1.21870 -4.39869
H -1.59313 -0.81867 -4.45829
H -2.48382 -4.13523 -4.20066
H -1.72235 -5.67483 -2.32790
H -0.00720 -5.30743 -0.16372
H 1.53773 -3.76472 0.95169
H 1.80673 -1.48606 0.03827
H 0.69063 -0.67269 -2.04982
```

Computed properties:
- LUMO level: 0.9 eV
- Gap between HOMO and LUMO: 8.71 eV
- Highest occupied orbital energy: -7.81 eV
- Structure (SMILES): Cc1c[nH]c2ccccc12.Cc1c[nH]c2ccccc12

natural (NBO) population analysis, charges in e, atoms 1 to 5: -0.65, -0.07, -0.06, -0.56, 0.14

two | Below is a cluster of 2 separate species, C18H18N2 in total, with properties calculated with the ωB97M-V functional and the def2-TZVPD basis.

XYZ file:
```
38
Properties=species:S:1:pos:R:3
C 3.75662 -2.32889 0.49105
C 3.66276 -0.90328 0.67992
C 4.44888 0.11514 1.03219
N 3.57445 1.25057 1.61778
C 2.30001 0.80521 1.59669
C 1.18233 1.35259 2.24397
C 0.02353 0.57791 2.01796
C -0.01237 -0.61979 1.29898
C 1.10069 -1.13581 0.73245
C 2.32623 -0.43766 0.93574
H 4.78728 -2.63905 0.16361
H 3.04430 -2.78816 -0.29529
H 3.59936 -2.82935 1.49108
H 5.36214 0.25221 1.33941
H 3.97238 1.99778 2.23573
H 1.23069 2.22557 2.83443
H -0.87898 0.89071 2.32434
H -1.03749 -0.91092 1.16429
H 1.06348 -1.98122 0.12865
C -2.06729 2.61714 0.26643
C -1.67949 1.55841 -0.72204
C -0.78414 1.67874 -1.66318
N -0.85194 0.56580 -2.61866
C -1.94195 -0.19546 -2.10184
C -2.39416 -1.47091 -2.55804
C -3.25325 -2.12255 -1.71455
C -3.89262 -1.53440 -0.67168
C -3.51164 -0.25558 -0.27332
C -2.52172 0.35128 -0.93539
H -2.15982 2.16666 1.18592
H -2.98365 3.15350 0.07150
H -1.32792 3.45521 0.50892
H 0.07341 2.37379 -1.73831
H -0.15414 0.27945 -3.26874
H -1.87052 -1.82597 -3.39317
H -3.48751 -3.10893 -2.23989
H -4.72566 -1.92399 -0.04326
H -4.01961 0.18564 0.60489
```

Computed properties:
- LUMO level: 0.9 eV
- Gap between HOMO and LUMO: 8.76 eV
- Highest occupied orbital energy: -7.88 eV
- Structure (SMILES): Cc1c[nH]c2ccccc12.Cc1c[nH]c2ccccc12

natural (NBO) population analysis, charges in e, atoms 1 to 5: -0.63, -0.08, -0.02, -0.59, 0.24

Quick one: most stable of them? one

one | Below is the molecule C2H6N6, with properties calculated with the ωB97M-V functional and the def2-TZVPD basis.

XYZ file:
```
14
Properties=species:S:1:pos:R:3
N -2.69297 0.30713 -0.10036
N -1.50853 -0.50433 -0.25526
C -0.17483 0.05236 0.00873
N -0.00967 1.38096 0.15372
N 1.29287 1.63494 0.15104
N 2.01489 0.57414 0.01007
C 1.17090 -0.45742 -0.01205
N 1.61808 -1.75609 -0.00552
H -2.56474 1.20827 -0.64509
H -2.94132 0.65555 0.73245
H -1.72940 -1.37311 0.28893
H 1.68341 2.49377 0.44927
H 2.62311 -1.81027 -0.03827
H 1.21820 -2.40591 -0.73767
```

Computed properties:
- LUMO level: 1.1 eV
- Gap between HOMO and LUMO: 9.26 eV
- Highest occupied orbital energy: -8.15 eV
- Structure (SMILES): NNc1n[nH]nc1N

natural (NBO) population analysis, charges in e, atoms 1 to 5: -0.64, -0.46, 0.20, -0.30, -0.16

two | Below is the molecule C2H6N6, with properties calculated with the ωB97M-V functional and the def2-TZVPD basis.

XYZ file:
```
14
Properties=species:S:1:pos:R:3
H 3.07697 0.73464 0.49138
N 2.38678 0.02207 0.19536
C 1.18705 0.41100 0.29591
N 0.64637 1.67907 0.74198
C -0.56516 1.55637 0.34642
N -0.91743 0.34632 -0.35334
N -2.26140 -0.01513 -0.04289
N 0.16337 -0.48946 -0.01157
N 0.38044 -1.56292 -0.88135
H -1.27889 2.31778 0.57314
H -2.38633 -0.83919 -0.64700
H -2.24126 -0.43261 0.91506
H 1.26379 -1.38856 -1.38407
H 0.54568 -2.33939 -0.23904
```

Computed properties:
- LUMO level: 0.7 eV
- Gap between HOMO and LUMO: 9.50 eV
- Highest occupied orbital energy: -8.82 eV
- Structure (SMILES): [H]/N=c1\ncn(N)n1N

natural (NBO) population analysis, charges in e, atoms 1 to 5: 0.37, -0.74, 0.49, -0.46, 0.27

Quick one: most stable of them? one

one | Below is a structure of composition C2H6N6, with properties calculated with the ωB97M-V functional and the def2-TZVPD basis.

XYZ file:
```
14
Properties=species:S:1:pos:R:3
C 0.47638 0.07731 -1.02134
C 0.16318 0.18430 1.11387
H -1.88784 -0.27449 -3.27543
H -1.53665 1.27680 -1.85860
H -1.55483 0.39409 2.53616
H -0.02973 0.86596 3.03382
H 1.46113 -1.12998 1.72011
H 1.40397 -1.78197 -0.52408
N -0.96444 0.52940 -2.79632
N 0.23214 0.09004 -2.34565
N -0.33602 0.65887 0.04037
N -0.61754 -0.04040 2.53243
N 1.44257 -0.34066 1.15278
N 1.74770 -0.50928 -0.30812
```

Computed properties:
- LUMO level: 0.2 eV
- Gap between HOMO and LUMO: 8.13 eV
- Highest occupied orbital energy: -7.94 eV

natural (NBO) population analysis, charges in e, atoms 1 to 5: 0.46, 0.60, 0.37, 0.33, 0.38

two | Below is a cluster of 2 separate species, C2H6N6 in total, with properties calculated with the ωB97M-V functional and the def2-TZVPD basis.

XYZ file:
```
14
Properties=species:S:1:pos:R:3
C -3.65808 0.08138 -0.28614
C -2.88126 -0.71942 0.15929
N 2.48729 0.49745 0.39437
N 1.30138 1.12518 -0.53043
N 2.41026 -0.88579 0.33803
N 0.11850 0.66551 0.04611
N 1.19764 -1.32248 0.24494
N 0.04727 -0.71528 0.03847
H -3.88401 0.87077 -0.92179
H 3.29715 0.82765 -0.13695
H 1.42084 2.17598 -0.42803
H -2.29393 -1.49952 0.50584
H -0.68252 1.28113 0.34110
H 1.11947 -2.38255 0.23519
```

Computed properties:
- LUMO level: 0.9 eV
- Gap between HOMO and LUMO: 8.33 eV
- Highest occupied orbital energy: -7.42 eV

natural (NBO) population analysis, charges in e, atoms 1 to 5: -0.27, -0.20, -0.34, -0.36, -0.18

Quick one: most stable of them? one